The following is a DFT calculation (ωB97M-V/def2-TZVPD) of a cluster of 2 separate species, C4H12 in total.

Geometry as ORCA input:
```
! wB97M-V def2-TZVPD RIJCOSX def2/J DEFGRID3
* xyz 0 1
C -2.757 -0.791 -0.171
C -2.022 0.079 -1.184
H -3.748 -1.105 -0.519
H -2.205 -1.727 -0.030
H -2.900 -0.278 0.785
H -1.827 -0.494 -2.101
H -1.009 0.279 -0.855
H -2.549 0.970 -1.493
C 1.800 -0.008 0.956
C 3.003 0.817 0.464
H 2.056 -1.068 1.089
H 1.363 0.362 1.882
H 0.966 -0.049 0.261
H 2.646 1.526 -0.281
H 3.499 1.298 1.301
H 3.683 0.190 -0.104
*
```

Calculated values
**HOMO-LUMO gap**: 12.76 eV
**LUMO level**: 1.1 eV
**F_max**: 1.27 eV Å⁻¹
**Energy above the lowest of the compared OMol25 structures with the same formula, charge and spin**: 0.217 eV
**DFT total energy**: -159.57701 Eh
**SMILES**: CC.CC
**HOMO level**: -11.6 eV